This record from the OMol25 dataset describes the molecule C30H32N4O5. The level of theory is ωB97M-V/def2-TZVPD.

Values from the calculation:
- maximum force (Eh/bohr) = 0.017
- relative energy (zero: lowest compared OMol25 entry of this formula, charge and spin) (kcal/mol) = 44.1
- frontier orbital gap (eV) = 8.73
- SMILES = COc1cc2[nH]c(=O)n(Cc3ccc(C(=O)NC4CCN(Cc5ccccc5)CC4)cc3)c(=O)c2cc1OC

The geometry in XYZ format:
```
71
C30H32N4O5 ωB97M-V/def2-TZVPD
C -8.04 -4.81 1.20
O -7.79 -3.47 1.57
C -6.77 -2.81 0.98
C -5.92 -3.35 0.03
C -4.89 -2.58 -0.52
N -4.05 -3.09 -1.47
C -3.02 -2.39 -2.05
O -2.32 -2.90 -2.91
N -2.85 -1.10 -1.61
C -1.73 -0.35 -2.18
C -0.48 -0.57 -1.36
C 0.39 -1.61 -1.67
C 1.52 -1.82 -0.91
C 1.81 -0.99 0.17
C 3.07 -1.21 0.93
O 3.51 -2.31 1.20
N 3.67 -0.05 1.30
C 5.01 0.01 1.85
C 6.03 0.31 0.74
C 5.93 1.78 0.30
N 4.72 2.38 0.84
C 4.36 3.62 0.17
C 3.84 3.31 -1.20
C 2.69 2.54 -1.33
C 2.21 2.19 -2.58
C 2.87 2.62 -3.72
C 4.01 3.40 -3.60
C 4.49 3.74 -2.35
C 4.81 2.49 2.29
C 5.09 1.11 2.91
C 0.92 0.03 0.50
C -0.22 0.24 -0.26
C -3.63 -0.46 -0.65
O -3.41 0.69 -0.33
C -4.71 -1.27 -0.09
C -5.56 -0.72 0.88
C -6.58 -1.47 1.42
O -7.46 -1.04 2.36
C -7.33 0.28 2.83
H -8.90 -5.12 1.80
H -8.29 -4.89 0.14
H -7.19 -5.45 1.43
H -6.05 -4.36 -0.32
H -4.17 -4.04 -1.80
H -2.01 0.70 -2.17
H -1.59 -0.70 -3.20
H 0.17 -2.25 -2.51
H 2.20 -2.62 -1.14
H 3.38 0.82 0.88
H 5.21 -0.97 2.30
H 7.03 0.09 1.11
H 5.83 -0.36 -0.10
H 5.88 1.84 -0.79
H 6.82 2.34 0.63
H 3.57 4.11 0.76
H 5.21 4.32 0.11
H 2.16 2.21 -0.45
H 1.32 1.58 -2.66
H 2.50 2.34 -4.70
H 4.53 3.74 -4.49
H 5.39 4.34 -2.26
H 3.86 2.89 2.65
H 5.60 3.21 2.59
H 6.09 1.09 3.35
H 4.37 0.91 3.71
H 1.11 0.65 1.36
H -0.91 1.02 0.00
H -5.37 0.30 1.17
H -6.36 0.44 3.31
H -8.12 0.41 3.56
H -7.46 1.01 2.02
```

For reference, the Löwdin charges in units of e are:
1. C -0.07
2. O -0.05
3. C -0.19
4. C 0.06
5. C -0.17
6. N 0.18
7. C -0.47
8. O 0.08
9. N 0.09
10. C -0.07
11. C -0.20
12. C -0.01
13. C 0.00
14. C -0.13
15. C -0.45
16. O 0.07
17. N 0.11
18. C -0.30
19. C -0.10
20. C -0.16
21. N -0.21
22. C -0.15
23. C -0.22
24. C -0.03
25. C -0.07
26. C -0.09
27. C -0.09
28. C -0.05
29. C -0.18
30. C -0.11
31. C -0.04
32. C -0.03
33. C -0.36
34. O 0.08
35. C -0.07
36. C 0.07
37. C -0.19
38. O -0.06
39. C -0.08
40. H 0.10
41. H 0.10
42. H 0.10
43. H 0.11
44. H 0.17
45. H 0.13
46. H 0.13
47. H 0.11
48. H 0.12
49. H 0.11
50. H 0.15
51. H 0.11
52. H 0.12
53. H 0.12
54. H 0.12
55. H 0.13
56. H 0.13
57. H 0.09
58. H 0.10
59. H 0.10
60. H 0.10
61. H 0.11
62. H 0.12
63. H 0.12
64. H 0.11
65. H 0.11
66. H 0.12
67. H 0.11
68. H 0.12
69. H 0.10
70. H 0.10
71. H 0.10

=====

This record from the OMol25 dataset describes a structure of composition C30H33AsBN2O5Tl. The level of theory is ωB97M-V/def2-TZVPD.

Values from the calculation:
- maximum force (Eh/bohr) = 0.008
- relative energy (zero: lowest compared OMol25 entry of this formula, charge and spin) (kcal/mol) = 0.7
- frontier orbital gap (eV) = 6.38

The geometry in XYZ format:
```
73
C30H33AsBN2O5Tl ωB97M-V/def2-TZVPD
Tl 1.93 -2.45 -1.10
C 6.92 -1.13 1.30
O 5.69 -1.22 2.03
C 4.69 -1.86 1.39
O 4.78 -2.32 0.28
N 3.60 -1.90 2.20
N 2.36 -2.21 1.65
H 7.69 -0.92 2.03
H 6.86 -0.31 0.58
H 7.13 -2.06 0.77
H 3.64 -1.31 3.02
H 1.83 -1.36 1.46
H 1.83 -2.81 2.27
O 1.90 -0.08 -0.11
As 2.02 1.56 0.01
C 3.86 2.07 -0.17
C 4.64 2.60 0.86
C 6.00 2.79 0.67
C 6.59 2.45 -0.54
C 5.82 1.89 -1.56
C 4.46 1.70 -1.37
C 1.23 2.09 1.67
C 1.58 3.22 2.39
C 0.93 3.50 3.58
C -0.08 2.65 4.04
C -0.44 1.53 3.30
C 0.22 1.24 2.11
C 1.03 2.34 -1.43
C 1.55 3.29 -2.30
C 0.79 3.72 -3.38
C -0.48 3.21 -3.58
C -1.01 2.26 -2.71
C -0.25 1.82 -1.63
H 4.19 2.85 1.81
H 6.60 3.21 1.47
H 7.65 2.60 -0.68
H 6.28 1.61 -2.49
H 3.86 1.25 -2.16
H 2.34 3.90 2.03
H 1.20 4.37 4.15
H -0.58 2.87 4.97
H -1.23 0.88 3.65
H -0.04 0.35 1.55
H 2.54 3.69 -2.14
H 1.19 4.46 -4.06
H -1.07 3.54 -4.43
H -2.00 1.86 -2.87
H -0.64 1.06 -0.97
C -7.25 -3.30 0.07
C -6.41 -2.82 -1.13
C -7.12 -1.64 -1.81
C -6.34 -3.97 -2.14
C -5.03 -2.40 -0.64
C -4.92 -1.32 0.24
C -3.69 -0.90 0.76
C -2.57 -1.59 0.37
O -1.26 -1.40 0.72
B -0.47 -2.38 0.02
O -1.40 -3.15 -0.74
C -2.66 -2.65 -0.51
C -3.86 -3.07 -1.03
H -8.23 -3.65 -0.26
H -7.40 -2.49 0.79
H -6.74 -4.11 0.59
H -8.11 -1.95 -2.17
H -6.54 -1.28 -2.66
H -7.27 -0.81 -1.11
H -7.35 -4.24 -2.46
H -5.89 -4.86 -1.70
H -5.77 -3.69 -3.03
H -5.81 -0.79 0.55
H -3.63 -0.07 1.45
H -3.88 -3.90 -1.72
```

For reference, the Löwdin charges in units of e are:
1. Tl 0.77
2. C -0.04
3. O -0.04
4. C -0.59
5. O 0.02
6. N 0.01
7. N -0.01
8. H 0.09
9. H 0.08
10. H 0.09
11. H 0.14
12. H 0.02
13. H 0.09
14. O -0.63
15. As 1.21
16. C -0.29
17. C -0.09
18. C -0.08
19. C -0.09
20. C -0.07
21. C -0.10
22. C -0.28
23. C -0.10
24. C -0.08
25. C -0.08
26. C -0.06
27. C -0.08
28. C -0.28
29. C -0.10
30. C -0.08
31. C -0.08
32. C -0.07
33. C -0.08
34. H 0.09
35. H 0.11
36. H 0.11
37. H 0.11
38. H 0.12
39. H 0.10
40. H 0.11
41. H 0.11
42. H 0.11
43. H 0.08
44. H 0.10
45. H 0.10
46. H 0.11
47. H 0.11
48. H 0.11
49. C -0.05
50. C -0.56
51. C -0.05
52. C -0.07
53. C -0.18
54. C -0.05
55. C 0.01
56. C -0.24
57. O 0.03
58. B -0.53
59. O 0.05
60. C -0.22
61. C 0.06
62. H 0.08
63. H 0.08
64. H 0.09
65. H 0.08
66. H 0.09
67. H 0.07
68. H 0.08
69. H 0.08
70. H 0.09
71. H 0.10
72. H 0.11
73. H 0.12

=====

This record from the OMol25 dataset describes a structure of composition C30H33BrGaN2O6SSi. The level of theory is ωB97M-V/def2-TZVPD.

Values from the calculation:
- maximum force (Eh/bohr) = 0.004
- total charge = -1
- relative energy (zero: lowest compared OMol25 entry of this formula, charge and spin) (kcal/mol) = 0.0
- frontier orbital gap (eV) = 7.97

The geometry in XYZ format:
```
75
C30H33BrGaN2O6SSi ωB97M-V/def2-TZVPD
Ga -0.73 -1.51 0.03
O -1.55 0.20 0.95
C -2.98 0.31 0.73
C -3.39 -0.70 -0.39
O -4.54 -0.69 -0.78
O -2.45 -1.47 -0.81
C -3.26 1.75 0.30
C -3.26 2.09 -1.05
C -3.39 3.42 -1.43
C -3.52 4.41 -0.47
C -3.52 4.07 0.87
C -3.38 2.75 1.26
C -3.72 -0.05 2.01
C -3.06 -0.57 3.12
C -3.77 -0.89 4.27
C -5.14 -0.70 4.32
C -5.81 -0.20 3.20
C -5.10 0.12 2.06
H -1.07 0.91 0.47
H -3.15 1.33 -1.81
H -3.37 3.67 -2.48
H -3.62 5.45 -0.78
H -3.61 4.85 1.63
H -3.37 2.49 2.31
H -2.00 -0.75 3.08
H -3.25 -1.30 5.12
H -5.70 -0.96 5.21
H -6.88 -0.06 3.23
H -5.61 0.50 1.18
C 0.21 -4.23 -2.35
C 1.26 -3.66 -1.46
C 2.58 -4.09 -1.43
C 3.45 -3.50 -0.52
C 3.03 -2.50 0.33
C 1.69 -2.08 0.24
N 0.87 -2.69 -0.64
N 1.05 -1.10 0.90
Si 1.82 -0.11 2.11
C 2.43 -1.21 3.52
C 3.29 0.83 1.41
C 0.69 1.21 2.81
H 0.65 -4.88 -3.11
H -0.35 -3.43 -2.83
H -0.50 -4.81 -1.75
H 2.91 -4.87 -2.11
H 4.48 -3.84 -0.47
H 3.71 -2.06 1.04
H 3.52 -1.27 3.56
H 2.04 -2.23 3.41
H 2.09 -0.83 4.48
H 4.04 0.19 0.94
H 3.78 1.37 2.23
H 2.96 1.56 0.67
H -0.20 0.81 3.28
H 0.39 1.93 2.05
H 1.27 1.74 3.57
Br -1.43 -3.39 1.47
C 5.63 1.09 -4.33
C 4.25 1.06 -3.74
C 3.97 0.29 -2.62
C 2.71 0.27 -2.05
C 1.70 1.04 -2.62
C 1.95 1.81 -3.74
C 3.22 1.81 -4.30
S 0.08 1.00 -1.90
O -0.80 1.64 -2.85
O 0.18 1.65 -0.59
O -0.19 -0.45 -1.73
H 6.20 0.20 -4.06
H 6.19 1.96 -3.98
H 5.59 1.15 -5.42
H 4.76 -0.32 -2.18
H 2.49 -0.34 -1.19
H 1.14 2.39 -4.17
H 3.42 2.41 -5.18
```

For reference, the Löwdin charges in units of e are:
1. Ga 0.04
2. O -0.05
3. C -0.27
4. C -0.55
5. O 0.09
6. O -0.03
7. C -0.13
8. C -0.01
9. C -0.06
10. C -0.09
11. C -0.08
12. C -0.02
13. C -0.14
14. C -0.04
15. C -0.08
16. C -0.10
17. C -0.08
18. C -0.02
19. H 0.07
20. H 0.12
21. H 0.11
22. H 0.09
23. H 0.10
24. H 0.12
25. H 0.08
26. H 0.10
27. H 0.09
28. H 0.10
29. H 0.12
30. C -0.01
31. C -0.30
32. C -0.05
33. C -0.07
34. C -0.03
35. C -0.45
36. N 0.08
37. N -0.03
38. Si 0.43
39. C -0.17
40. C -0.17
41. C -0.16
42. H 0.07
43. H 0.09
44. H 0.09
45. H 0.10
46. H 0.10
47. H 0.09
48. H 0.02
49. H 0.03
50. H 0.02
51. H 0.02
52. H 0.03
53. H 0.03
54. H 0.02
55. H 0.03
56. H 0.04
57. Br 0.20
58. C -0.06
59. C -0.28
60. C -0.03
61. C -0.04
62. C -0.25
63. C -0.05
64. C -0.05
65. S 0.53
66. O -0.29
67. O -0.32
68. O -0.30
69. H 0.07
70. H 0.08
71. H 0.07
72. H 0.11
73. H 0.09
74. H 0.11
75. H 0.11